# C2H6O

A single C2H6O molecule (ωB97M-V with the def2-TZVPD basis set, OMol25).

Geometry (Å):
1 H -1.289 0.128 -0.717
2 O 0.484 -0.491 0.218
3 H 0.922 -1.035 -0.463
4 H 1.564 1.253 0.744
5 C -0.960 -0.509 0.109
6 H 1.142 1.109 -0.975
7 C 0.727 1.136 0.048
8 H -1.281 -1.545 0.004
9 H -1.308 -0.048 1.031

Cartesian forces, eV/Å:
H 0.177 -0.294 0.084
O -0.314 0.290 -0.169
H -0.362 0.352 0.220
H 0.207 -0.036 -0.125
C -0.294 -0.388 0.039
H 0.125 0.180 0.151
C 0.583 0.212 -0.114
H -0.109 -0.092 0.058
H -0.015 -0.224 -0.145

Results
- molar mass (g mol⁻¹) = 46.07
- LUMO level (eV) = 0.49
- frontier orbital gap (eV) = 7.9
- E_tot (a.u.) = -154.8682
- energy relative to the best compared isomer or geometry (same formula, charge and spin) (kcal per mole) = 98.9

Charge distribution, Mulliken scheme, values in e:
1 H 0.309
2 O -0.325
3 H 0.394
4 H 0.189
5 C -0.613
6 H 0.177
7 C -0.726
8 H 0.302
9 H 0.293


# C15H16N2O11P2W

A molecular structure, C15H16N2O11P2W (ωB97M-V with the def2-TZVPD basis set, OMol25).

Geometry (Å):
1 O -2.778 2.722 -0.100
2 C 0.227 -2.043 2.176
3 H 0.574 4.069 0.230
4 C 1.237 -2.422 -1.887
5 C 0.023 -0.153 3.450
6 C 1.861 -3.739 -3.743
7 H -0.196 -3.423 -3.129
8 H 4.610 -2.377 -2.239
9 C 3.573 -2.618 -2.435
10 H 0.663 -2.868 1.640
11 H 1.605 -4.369 -4.585
12 H -1.548 4.034 2.285
13 C 0.849 -3.226 -2.934
14 O -4.645 1.081 -0.169
15 C 2.569 -2.116 -1.640
16 C -1.275 -0.657 3.218
17 H 3.960 -3.854 -4.144
18 O -1.042 2.386 -2.515
19 C 2.627 -1.197 -0.435
20 H 0.775 4.704 1.876
21 O -0.721 -1.724 -0.488
22 O 1.786 2.303 2.020
23 C -1.172 -1.847 2.436
24 C 0.639 2.550 1.726
25 O -2.641 0.691 -1.597
26 O -0.395 0.907 -0.612
27 H 2.015 -0.772 2.721
28 C 0.261 3.963 1.269
29 P -3.068 1.248 -0.158
30 H 0.261 0.778 3.936
31 C 0.494 -1.692 -0.841
32 H -1.982 -2.489 2.136
33 O -2.497 0.344 0.916
34 H -1.607 2.937 -1.950
35 O -0.389 1.773 1.717
36 H -1.771 3.423 0.737
37 H -1.488 5.079 1.012
38 W -0.447 -0.250 1.093
39 N 1.293 -0.933 -0.095
40 P -1.057 0.881 -2.001
41 O -0.614 -0.063 -3.018
42 N -1.214 4.152 1.331
43 H -4.917 0.156 -0.117
44 C 3.198 -3.442 -3.495
45 C 0.955 -0.957 2.784
46 O 3.607 -0.771 0.110
47 H -2.195 -0.179 3.508

Cartesian forces, eV/Å:
O -0.008 -0.100 -0.050
C -0.026 0.102 0.062
H -0.011 0.000 -0.003
C 0.000 0.105 0.061
C -0.151 -0.118 0.092
C 0.043 0.015 0.024
H 0.005 -0.013 -0.015
H 0.000 -0.006 -0.012
C 0.030 -0.007 0.054
H -0.013 0.002 -0.011
H -0.004 -0.006 0.001
H 0.015 -0.027 0.002
C -0.017 0.018 -0.008
O 0.064 -0.069 0.065
C -0.040 -0.079 0.080
C 0.149 0.048 0.036
H -0.005 0.000 -0.009
O 0.054 0.083 -0.045
C -0.041 0.386 -0.338
H -0.064 0.055 -0.016
O 0.116 -0.078 -0.025
O -0.040 -0.001 -0.001
C -0.032 -0.024 -0.033
C 0.055 0.006 -0.092
O 0.141 -0.101 0.018
O -0.028 -0.038 -0.126
H 0.000 -0.013 -0.008
C 0.088 -0.044 0.052
P -0.217 0.154 0.022
H -0.019 0.014 -0.022
C -0.017 -0.179 0.015
H 0.004 -0.010 0.018
O -0.156 0.044 -0.054
H -0.004 -0.043 0.028
O 0.012 0.121 0.198
H -0.040 0.000 -0.018
H 0.010 0.000 0.014
W 0.214 0.165 -0.327
N 0.113 -0.290 0.313
P -0.304 0.101 -0.090
O 0.060 -0.020 0.039
N 0.082 0.113 0.031
H 0.006 0.026 -0.003
C -0.038 0.002 -0.014
C 0.003 -0.218 -0.011
O 0.000 -0.087 0.093
H 0.009 0.010 0.014

Results
- molar mass (g mol⁻¹) = 646.08
- LUMO level (eV) = -0.09
- frontier orbital gap (eV) = 7.4
- E_tot (a.u.) = -2268.5758
- energy relative to the best compared isomer or geometry (same formula, charge and spin) (kcal per mole) = 2.4

Charge distribution, Mulliken scheme, values in e:
1 O -0.894
2 C -0.134
3 H 0.292
4 C 0.237
5 C -0.499
6 C -0.699
7 H 0.517
8 H 0.480
9 C -0.542
10 H 0.622
11 H 0.408
12 H 0.370
13 C -0.381
14 O -0.586
15 C 0.144
16 C -0.416
17 H 0.398
18 O -0.599
19 C -0.489
20 H 0.415
21 O -0.953
22 O -0.625
23 C -0.604
24 C 0.646
25 O -0.315
26 O -0.090
27 H 0.345
28 C -0.770
29 P 0.599
30 H 0.547
31 C 0.986
32 H 0.469
33 O -0.498
34 H 0.401
35 O -0.745
36 H 0.229
37 H 0.387
38 W 2.452
39 N 0.135
40 P 0.641
41 O -0.741
42 N -0.153
43 H 0.325
44 C -0.424
45 C -0.570
46 O -0.643
47 H 0.321


# C4H14BKO2

A molecular structure, C4H14BKO2 in a non-equilibrium geometry (ωB97M-V with the def2-TZVPD basis set, OMol25).

Geometry (Å):
1 C -14.264 -11.750 -13.990
2 C -11.576 -9.016 -13.537
3 H -10.649 -13.104 -21.483
4 H -9.791 -7.411 -14.759
5 H -9.117 -8.366 -13.542
6 H -13.332 -9.409 -14.704
7 H -11.069 -9.483 -12.692
8 O -10.676 -9.346 -14.632
9 K -11.243 -12.068 -16.840
10 H -8.777 -8.722 -15.238
11 H -14.914 -11.488 -13.155
12 O -12.935 -11.173 -13.863
13 H -14.183 -12.825 -14.152
14 H -14.635 -11.355 -14.936
15 H -10.319 -12.023 -20.101
16 B -11.025 -12.702 -20.555
17 C -9.563 -8.453 -14.533
18 H -11.924 -12.149 -20.777
19 H -11.728 -7.955 -13.340
20 H -11.251 -13.550 -19.928
21 C -13.016 -9.760 -13.721
22 H -13.657 -9.483 -12.884

Cartesian forces, eV/Å:
C 1.131 0.680 -0.949
C -0.980 -3.202 -0.040
H 1.694 -1.454 -3.524
H -0.661 0.058 -0.314
H -0.089 -0.698 0.328
H -0.756 0.564 0.154
H -0.257 0.284 0.562
O -0.420 1.487 0.517
K 0.060 0.053 -0.637
H -0.195 -0.406 0.029
H 0.054 -0.091 0.003
O -0.040 -0.494 0.795
H 0.220 0.049 0.509
H -0.692 0.147 0.066
H 3.158 2.793 2.061
B -0.197 0.161 0.187
C 0.481 0.376 -0.433
H -3.744 2.208 -0.749
H -0.002 0.074 -0.469
H -0.991 -3.532 2.995
C 2.366 0.774 -0.957
H -0.141 0.170 -0.133

Results
- molar mass (g mol⁻¹) = 144.06
- LUMO level (eV) = -0.70
- frontier orbital gap (eV) = 6.9
- E_tot (a.u.) = -935.8857
- energy relative to the best compared isomer or geometry (same formula, charge and spin) (kcal per mole) = 0.0

Charge distribution, Mulliken scheme, values in e:
1 C -0.726
2 C -0.630
3 H -0.186
4 H 0.321
5 H 0.310
6 H 0.333
7 H 0.372
8 O -0.229
9 K 0.803
10 H 0.272
11 H 0.287
12 O -0.310
13 H 0.257
14 H 0.343
15 H -0.316
16 B 0.147
17 C -0.803
18 H -0.183
19 H 0.396
20 H -0.305
21 C -0.535
22 H 0.382